Formula: C7H15ClI2IrO2P
Source: the Open Molecules 2025 dataset
Level of theory: ωB97M-V with the def2-TZVPD basis set

The geometry in ORCA input format:
```
! RIJCOSX wB97M-V def2-TZVPD def2/J DEFGRID3
* xyz 3 6
I -0.85440 -2.80777 3.79317
I -1.81567 -4.20492 1.84524
Ir -0.14540 0.27349 -0.33013
P 1.80802 0.40229 -1.27551
C 3.08273 -0.87079 -1.00049
C 1.69110 0.35172 -3.09472
H 2.15231 2.78017 -0.95669
H 3.69222 1.89673 -1.26228
H 2.91075 1.80067 0.34050
C 2.73162 1.87898 -0.73592
H 1.09025 1.19738 -3.45206
H 2.70489 0.39100 -3.50560
H 3.96473 -0.60565 -1.59657
H 2.71463 -1.85170 -1.32073
H 1.21594 -0.59439 -3.39189
H 3.35775 -0.89998 0.05898
C 0.53001 -1.29550 0.42627
O 0.98545 -2.25998 0.89604
Cl -0.43264 2.32298 -1.54187
C -3.42403 1.41276 1.94451
C -2.75271 0.33154 1.17350
C -3.08319 -1.06576 1.48273
O -1.91869 0.66796 0.27615
H -4.33620 1.01257 2.39935
H -3.65771 2.24892 1.27653
H -2.77597 1.77716 2.76148
H -2.87183 -1.72876 0.63913
H -2.44158 -1.37128 2.32728
H -4.12238 -1.18982 1.82359
*
```

Kohn-Sham gap (spin up / spin down) in eV: 7.3 / 5.7
Energy above the lowest of the compared OMol25 structures with the same formula, charge and spin in kcal/mol: 0.00
Highest occupied orbital energy (spin up / spin down) in eV: -18.2600 / -20.6340
E in eV: -52414.2765
Expectation value of S²: 8.77

---

Formula: C7H7NO
Source: the Open Molecules 2025 dataset
Level of theory: ωB97M-V with the def2-TZVPD basis set

The geometry in ORCA input format:
```
! RIJCOSX wB97M-V def2-TZVPD def2/J DEFGRID3
* xyz 0 1
C -1.51212 -1.64516 -0.06813
C -0.04984 -1.75273 -0.07763
C -2.39528 -0.68550 0.07405
C 0.79685 -0.74917 0.08117
C -0.85062 1.17390 0.15349
C 2.39509 1.11265 -0.31527
C 2.00892 -0.00405 0.31360
N -0.27653 2.23139 0.27311
O -2.08424 0.69426 -0.00256
H -2.03177 -2.68854 -0.08989
H 0.17549 -2.78346 -0.45987
H -3.40902 -0.98504 -0.05968
H 3.28627 1.59933 0.08398
H 1.89841 1.50884 -1.20496
H 2.69933 -0.29367 1.03220
H -0.65094 3.26696 0.26640
*
```

Kohn-Sham gap (spin up / spin down) in eV: 7.6 / 7.6
Energy above the lowest of the compared OMol25 structures with the same formula, charge and spin in kcal/mol: 138.63
Highest occupied orbital energy (spin up / spin down) in eV: -7.5173 / -7.5784
E in eV: -10903.3267

---

Formula: C6H15CsN2O5
Source: the Open Molecules 2025 dataset
Level of theory: ωB97M-V with the def2-TZVPD basis set

The geometry in ORCA input format:
```
! RIJCOSX wB97M-V def2-TZVPD def2/J DEFGRID3
* xyz 0 1
Cs 0.44413 -21.69358 3.62994
N 1.12554 -19.37590 5.02277
O 0.78371 -18.15998 4.81204
O 0.96688 -19.94499 6.12927
O 1.23345 -20.04271 4.00238
C 3.09120 -23.00745 5.12293
O 2.62062 -22.37501 3.91469
C 2.76327 -23.15848 2.67971
C 2.10472 -22.34819 1.50848
N 0.67688 -22.36332 1.53309
C 0.13657 -23.70016 1.32649
C 0.30213 -24.12919 -0.16060
O -0.53300 -23.38953 -1.13676
C -1.85799 -23.83198 -1.26841
H 2.38005 -23.67025 5.61594
H 3.32148 -22.34037 5.95363
H 4.00109 -23.50128 4.78184
H 2.41582 -24.16220 2.92448
H 3.82947 -23.02776 2.49470
H 2.57594 -22.64483 0.57143
H 2.25158 -21.27195 1.59925
H 0.37894 -21.78988 0.75688
H -0.91306 -23.71721 1.61990
H 0.62200 -24.50920 1.87228
H 0.23677 -25.19816 -0.36340
H 1.31414 -23.82504 -0.42786
H -1.92622 -24.87456 -1.57900
H -2.29355 -23.27094 -2.09523
H -2.34651 -23.78527 -0.29514
*
```

Kohn-Sham gap in eV: 7.5
Energy above the lowest of the compared OMol25 structures with the same formula, charge and spin in kcal/mol: 210.79
Highest occupied orbital energy in eV: -7.7328
E in eV: -20217.3734

---

Formula: C4H5ClF2
Source: the Open Molecules 2025 dataset
Level of theory: ωB97M-V with the def2-TZVPD basis set

The geometry in ORCA input format:
```
! RIJCOSX wB97M-V def2-TZVPD def2/J DEFGRID3
* xyz 0 1
C -0.66673 -0.44509 -1.04717
C 0.07291 0.06531 0.09554
C -1.32299 0.34215 0.08252
C 1.44958 0.53954 0.37144
F 0.69937 -2.07070 1.41871
F -1.55413 1.62404 -0.10067
Cl -2.46533 -0.44471 1.22374
H -0.59140 0.02882 -2.03087
H -0.77102 -1.47162 -1.26130
H 1.72808 1.02370 -0.52954
H 2.02462 -0.38899 0.48043
H 1.39704 1.19756 1.29717
*
```

Kohn-Sham gap (spin up / spin down) in eV: 7.3 / 7.3
Energy above the lowest of the compared OMol25 structures with the same formula, charge and spin in kcal/mol: 117.33
Highest occupied orbital energy (spin up / spin down) in eV: -9.8282 / -9.8052
E in eV: -22180.8588

---

Formula: C27H49NO7S
Source: the Open Molecules 2025 dataset
Level of theory: ωB97M-V with the def2-TZVPD basis set

The geometry in ORCA input format:
```
! RIJCOSX wB97M-V def2-TZVPD def2/J DEFGRID3
* xyz -2 1
C -2.42066 -3.96297 -2.09662
C -3.60649 -2.96513 -2.01521
C -3.38494 -1.68106 -2.88805
C -3.36524 -0.39309 -2.01828
C -4.76868 0.13323 -1.67095
C -4.88183 1.60943 -1.18092
C -3.60353 2.47348 -1.15657
C -3.62398 3.41655 0.08415
C -3.46130 2.62189 1.41285
C -1.99165 2.37816 1.84570
C -1.38438 1.00612 1.52319
C 0.04773 1.08768 2.21979
C 1.04045 2.00185 1.47915
C 2.49980 1.72381 2.01871
C 3.40814 1.36326 0.81326
C 4.81623 0.95785 1.34847
C 5.86347 0.85667 0.19215
C 6.28399 -0.62973 -0.08904
C 6.02316 -0.99663 -1.57339
C 7.21871 -0.67858 -2.50681
C 6.84450 -1.12097 -3.94708
O 7.18570 -2.48827 -4.15210
C 7.37805 -2.79826 -5.52177
O -1.06984 0.67717 0.17153
C -0.61479 -0.62030 0.15059
O 0.19803 -1.07652 -0.57849
O -1.25968 -1.24518 1.16090
C -2.02772 -0.30733 2.00929
O -3.32296 -0.60098 1.67304
N -1.74354 -0.76269 3.39057
C -2.10400 -1.90559 3.59029
S -2.69837 -3.34611 3.80301
H -2.76298 -4.99170 -1.90938
H -1.60232 -3.70474 -1.40740
H -1.97284 -3.94292 -3.10648
H -3.74458 -2.71146 -0.95483
H -4.48744 -3.49851 -2.40698
H -4.15924 -1.64007 -3.66968
H -2.39029 -1.80480 -3.34709
H -2.89203 -0.70313 -1.07238
H -2.70159 0.34472 -2.49297
H -5.17553 -0.51782 -0.88046
H -5.40698 -0.02090 -2.56205
H -5.60120 2.12027 -1.84776
H -5.39060 1.59463 -0.20522
H -2.64706 1.94244 -1.10070
H -3.59427 3.13246 -2.04094
H -4.57670 3.97212 0.15469
H -2.82840 4.18562 0.02435
H -3.92193 3.23546 2.19948
H -4.07814 1.72595 1.34633
H -1.37695 3.13632 1.32415
H -1.92415 2.63027 2.90988
H -0.13664 1.55935 3.19862
H 0.45589 0.09324 2.45019
H 0.84248 3.06796 1.65050
H 1.08405 1.84276 0.39479
H 2.46933 0.82372 2.65083
H 2.89615 2.57961 2.57995
H 3.45983 2.18084 0.07876
H 3.01556 0.47462 0.29239
H 5.15123 1.64417 2.13960
H 4.67422 -0.02613 1.81942
H 6.74396 1.48748 0.39521
H 5.41443 1.26163 -0.72988
H 5.68063 -1.32490 0.51366
H 7.33607 -0.76151 0.20538
H 5.13440 -0.44662 -1.92096
H 5.76852 -2.06504 -1.67277
H 8.10118 -1.23341 -2.16266
H 7.42373 0.40375 -2.52838
H 7.36147 -0.44159 -4.64562
H 5.74836 -1.04495 -4.07427
H 7.19750 -1.93923 -6.18611
H 6.71266 -3.63273 -5.79248
H 8.41280 -3.14172 -5.69358
H -3.91649 -0.06008 2.34904
O -5.36514 -0.67163 6.47525
C -4.77223 0.02251 5.47126
C -5.55366 -0.14330 4.10224
O -4.94210 0.51732 3.04623
H -3.72429 -0.27697 5.20047
H -4.65150 1.12654 5.64625
H -6.60211 0.15855 4.32658
H -5.65949 -1.24623 3.97423
*
```

Kohn-Sham gap in eV: 2.2
Energy above the lowest of the compared OMol25 structures with the same formula, charge and spin in kcal/mol: 16.61
Highest occupied orbital energy in eV: 1.0553
E in eV: -55447.7100

---

Formula: C2HF6LuNO4S2
Source: the Open Molecules 2025 dataset
Level of theory: ωB97M-V with the def2-TZVPD basis set

The geometry in ORCA input format:
```
! RIJCOSX wB97M-V def2-TZVPD def2/J DEFGRID3
* xyz 1 1
N 0.14086 0.26856 -0.28399
S -1.13652 -0.71960 -0.59402
O -1.24718 -0.76760 -2.04196
O -1.07232 -1.95199 0.17163
C -2.53529 0.40545 -0.00442
F -3.57989 0.14962 -0.79175
F -2.04796 1.90542 0.84585
F -2.90639 -0.15202 1.15386
S 1.27735 0.00290 0.82779
O 0.96566 -0.75084 2.02003
O 1.81892 1.39233 0.93348
C 2.62539 -0.94217 -0.07796
F 2.27893 -2.20472 -0.17471
F 2.79991 -0.41567 -1.27002
F 3.72344 -0.81497 0.63828
H -1.58480 1.90124 -1.04477
Lu 0.47987 2.69404 -0.30733
*
```

Kohn-Sham gap (spin up / spin down) in eV: 6.3 / 6.3
Energy above the lowest of the compared OMol25 structures with the same formula, charge and spin in kcal/mol: 103.03
Highest occupied orbital energy (spin up / spin down) in eV: -13.4101 / -13.4093
E in eV: -83351.8319

---

Formula: C4H12
Source: the Open Molecules 2025 dataset
Level of theory: ωB97M-V with the def2-TZVPD basis set

The geometry in ORCA input format:
```
! RIJCOSX wB97M-V def2-TZVPD def2/J DEFGRID3
* xyz 0 1
C 1.54233 0.15724 1.21142
C 0.51812 -0.03968 2.31453
H 1.98675 -0.69147 0.69802
H 1.27323 0.94892 0.50642
H 2.39415 0.66757 1.69353
H -0.47610 -0.31663 1.97616
H 0.54456 0.87237 2.89902
H 0.83423 -0.86293 2.95848
C -1.51713 0.27339 -1.25711
C -0.56079 -0.39358 -2.27290
H -1.31158 -0.01638 -0.23415
H -1.47215 1.36210 -1.29493
H -2.54023 0.07287 -1.58232
H -0.68417 0.12745 -3.21385
H 0.44138 -0.32151 -1.85491
H -0.81481 -1.44159 -2.40602
*
```

SMILES string: CC.CC
Kohn-Sham gap in eV: 12.8
Energy above the lowest of the compared OMol25 structures with the same formula, charge and spin in kcal/mol: 6.90
Highest occupied orbital energy in eV: -11.6226
E in eV: -4342.2289

---

Question: Among the records above, which one has the highest energy above the lowest of the compared OMol25 structures with the same formula, charge and spin?
Answer: C6H15CsN2O5

---

Question: What is the E in the sixth record?
Answer: -83351.8319 eV

---

Question: The lowest E belongs to which entry?
Answer: C2HF6LuNO4S2

---

Question: Number 5 is which compound?
Answer: C27H49NO7S